(1)
Here is the molecule C5H3NO in a non-equilibrium geometry from the OMol25 dataset. Energies are from ωB97M-V/def2-TZVPD.

Properties
- Energy above the lowest of the compared OMol25 structures with the same formula, charge and spin: 200.82 kJ/mol
- Energy: -322.2153 Ha
- Kohn-Sham gap: 10.2 eV
- Structure (SMILES): C#CCC(=O)C#N

```
! RIJCOSX wB97M-V def2-TZVPD def2/J DEFGRID3
* xyz 0 1
C -1.152 2.059 -0.265
C -0.336 1.245 0.081
C 0.612 0.253 0.578
C 0.420 -1.189 0.260
O 1.032 -1.968 0.936
C -0.274 -1.641 -0.970
N -0.776 -2.084 -1.915
H -1.840 2.801 -0.603
H 1.654 0.253 0.232
H 0.660 0.272 1.666
*
```



(2)
Here is a 8-piece molecular cluster, C30H43NO20S2 overall in a non-equilibrium geometry from the OMol25 dataset. Energies are from ωB97M-V/def2-TZVPD.

Properties
- Energy: -3524.3129 Ha
- Kohn-Sham gap (alpha / beta): 8.3 / 2.8 eV
- ⟨S²⟩: 0.756

```
! RIJCOSX wB97M-V def2-TZVPD def2/J DEFGRID3
* xyz 1 2
C -1.307 -1.487 -0.554
C -1.141 0.039 -0.296
O -1.617 0.406 1.011
S -1.906 -0.980 1.855
O -3.122 -1.002 2.614
O -0.591 -1.412 2.472
O -2.162 -1.854 0.508
H -0.353 -1.953 -0.306
H -1.679 -1.849 -1.512
H -1.660 0.696 -0.994
H -0.087 0.313 -0.242
C -7.381 -1.559 -1.823
C -7.126 -0.916 -3.232
O -5.996 -0.102 -3.098
S -5.230 -0.392 -1.668
O -4.575 0.801 -1.082
O -4.491 -1.631 -1.721
O -6.728 -0.636 -0.950
H -6.976 -2.570 -1.795
H -8.461 -1.561 -1.677
H -7.968 -0.362 -3.646
H -6.856 -1.631 -4.010
C 0.823 -0.770 -4.334
C -0.373 -0.010 -4.345
C -1.615 -0.622 -4.450
C -1.711 -2.045 -4.496
C -0.501 -2.795 -4.428
C 0.734 -2.146 -4.294
N -3.036 -2.684 -4.722
O -3.126 -3.824 -5.090
O -4.057 -1.953 -4.669
H 1.818 -0.350 -4.359
H -0.280 1.064 -4.412
H -2.471 0.023 -4.583
H -0.436 -3.863 -4.579
H 1.673 -2.677 -4.342
O 2.856 1.512 4.594
C 3.111 1.283 3.412
O 2.476 0.372 2.703
C 2.898 0.314 1.357
C 4.013 1.254 1.225
C 4.264 1.835 2.621
H 2.102 0.621 0.679
H 3.088 -0.719 1.064
H 3.790 2.006 0.468
H 4.887 0.792 0.766
H 4.370 2.917 2.691
H 5.210 1.443 2.995
O 4.452 -6.094 4.025
C 3.640 -5.177 3.789
O 4.066 -3.826 3.852
C 3.032 -2.846 3.599
C 1.808 -3.798 3.398
C 2.158 -5.256 3.646
H 3.244 -2.183 2.761
H 3.028 -2.285 4.533
H 1.361 -3.499 2.450
H 1.132 -3.589 4.227
H 1.764 -5.947 2.901
H 1.767 -5.536 4.625
O -2.544 2.384 4.766
C -2.156 1.290 5.086
O -2.932 0.349 5.628
C -2.255 -0.910 5.897
C -0.752 -0.467 5.814
C -0.755 0.779 4.972
H -2.466 -1.689 5.164
H -2.583 -1.330 6.848
H -0.208 -1.317 5.404
H -0.418 -0.198 6.816
H -0.565 0.476 3.943
H -0.059 1.586 5.205
O 2.377 1.063 -1.662
C 3.042 1.515 -2.618
O 4.115 0.888 -3.009
C 4.725 1.475 -4.117
C 3.735 2.482 -4.612
C 2.780 2.710 -3.418
H 4.899 0.608 -4.755
H 5.695 1.805 -3.746
H 3.127 2.202 -5.472
H 4.276 3.413 -4.780
H 1.729 2.590 -3.681
H 3.039 3.612 -2.863
O -0.532 6.976 -1.107
C -0.523 5.747 -0.921
O -1.401 5.030 -0.233
C -0.940 3.704 0.146
C 0.533 3.763 -0.322
C 0.720 4.976 -1.112
H -1.506 2.891 -0.307
H -0.959 3.477 1.212
H 0.581 2.903 -0.991
H 1.196 3.630 0.533
H 0.918 4.700 -2.148
H 1.522 5.581 -0.690
*
```



(3)
Here is the molecule C21H27ClN2O3 from the OMol25 dataset. Energies are from ωB97M-V/def2-TZVPD.

Properties
- Energy above the lowest of the compared OMol25 structures with the same formula, charge and spin: 16.07 kJ/mol
- Energy: -1611.8473 Ha
- Kohn-Sham gap: 9.2 eV
- Structure (SMILES): CCOc1cc(CNCC(C)C)c(Cl)cc1OCC(=O)Nc1ccccc1

```
! RIJCOSX wB97M-V def2-TZVPD def2/J DEFGRID3
* xyz 0 1
C -1.478 -2.341 1.086
C -1.995 -1.610 -0.146
O -1.878 -0.204 -0.018
C -0.662 0.402 -0.092
C 0.488 -0.165 -0.625
C 1.667 0.553 -0.770
C 2.901 -0.097 -1.330
N 3.903 -0.220 -0.287
C 5.156 -0.784 -0.745
C 6.177 -0.822 0.394
C 7.460 -1.509 -0.065
C 6.464 0.592 0.888
C 1.685 1.880 -0.354
Cl 3.114 2.825 -0.523
C 0.565 2.459 0.217
C -0.604 1.732 0.365
O -1.681 2.366 0.944
C -2.289 1.690 2.034
C -3.495 0.819 1.657
O -3.819 -0.130 2.337
N -4.142 1.296 0.569
C -5.208 0.734 -0.134
C -5.568 1.315 -1.349
C -6.620 0.801 -2.082
C -7.324 -0.297 -1.616
C -6.967 -0.875 -0.409
C -5.918 -0.367 0.335
H -1.626 -3.410 0.968
H -0.419 -2.143 1.238
H -2.029 -2.001 1.960
H -1.500 -1.958 -1.060
H -3.071 -1.772 -0.252
H 0.474 -1.190 -0.962
H 2.636 -1.068 -1.787
H 3.325 0.538 -2.115
H 3.534 -0.774 0.481
H 5.028 -1.800 -1.164
H 5.532 -0.140 -1.546
H 5.745 -1.401 1.220
H 8.182 -1.543 0.747
H 7.904 -0.966 -0.896
H 7.261 -2.529 -0.389
H 5.533 1.092 1.138
H 6.963 1.167 0.111
H 7.104 0.570 1.767
H 0.586 3.482 0.557
H -1.568 1.071 2.576
H -2.647 2.475 2.710
H -3.674 2.068 0.107
H -5.016 2.170 -1.715
H -6.890 1.259 -3.022
H -8.146 -0.697 -2.190
H -7.513 -1.730 -0.039
H -5.642 -0.816 1.275
*
```



(4)
Here is C29H24CoN2O3S4Te as an isolated structure in a non-equilibrium geometry from the OMol25 dataset. Energies are from ωB97M-V/def2-TZVPD.

Properties
- Energy: -4698.3267 Ha
- Kohn-Sham gap (alpha / beta): 4.9 / 4.9 eV

```
! RIJCOSX wB97M-V def2-TZVPD def2/J DEFGRID3
* xyz -1 1
Co 1.104 0.097 0.590
C 1.002 -2.805 1.995
O 0.945 -1.397 2.075
C 0.416 -0.850 3.229
C 0.234 -1.513 4.423
C -0.307 -0.834 5.511
C -0.669 0.498 5.392
C -0.487 1.170 4.204
C 0.068 0.511 3.097
N 0.248 1.110 1.881
N 0.064 2.398 1.851
C 0.099 3.133 0.750
C 0.345 2.597 -0.556
O 0.651 1.346 -0.738
C 0.193 3.443 -1.669
C -0.130 4.767 -1.530
C -0.273 5.351 -0.256
C -0.565 6.717 -0.094
C -0.692 7.265 1.154
C -0.523 6.470 2.294
C -0.264 5.129 2.162
C -0.144 4.538 0.898
H 0.019 -3.235 2.203
H 1.741 -3.210 2.693
H 1.301 -3.048 0.975
H 0.514 -2.549 4.538
H -0.436 -1.352 6.451
H -1.101 1.014 6.239
H -0.757 2.206 4.086
H 0.305 3.004 -2.649
H -0.258 5.390 -2.403
H -0.678 7.333 -0.976
H -0.916 8.316 1.265
H -0.589 6.920 3.275
H -0.125 4.505 3.031
O 7.809 -0.658 -0.848
C 6.646 -0.487 -0.613
S 5.341 -1.448 -1.316
C 3.999 -0.667 -0.476
C 4.328 0.350 0.379
S 3.236 1.200 1.362
S 6.044 0.754 0.487
S 2.424 -1.233 -0.785
C -2.742 -5.599 -4.853
C -2.273 -4.521 -3.917
C -1.393 -3.533 -4.329
C -1.031 -2.493 -3.488
C -0.082 -1.446 -3.971
C -1.561 -2.423 -2.199
Te -1.238 -0.669 -1.002
C -2.389 -3.449 -1.746
C -2.940 -3.431 -0.354
C -2.736 -4.477 -2.610
H -2.252 -5.516 -5.821
H -3.819 -5.516 -5.006
H -2.539 -6.589 -4.445
H -0.988 -3.560 -5.333
H 0.286 -1.684 -4.967
H 0.767 -1.364 -3.293
H -0.579 -0.476 -3.997
H -2.175 -3.120 0.358
H -3.315 -4.411 -0.063
H -3.759 -2.714 -0.283
H -3.401 -5.256 -2.259
*
```



(5)
Here is the molecule C20H19FN2O4 in a non-equilibrium geometry from the OMol25 dataset. Energies are from ωB97M-V/def2-TZVPD.

Properties
- Energy above the lowest of the compared OMol25 structures with the same formula, charge and spin: 1563.43 kJ/mol
- Energy: -1283.3412 Ha
- Kohn-Sham gap: 9.4 eV
- Structure (SMILES): CC(=O)N/C(=C\c1ccc(F)cc1)C(=O)N[C@H](Cc1ccccc1)C(=O)O

```
! RIJCOSX wB97M-V def2-TZVPD def2/J DEFGRID3
* xyz 0 1
C -0.833 -0.858 3.888
C -0.156 -0.381 2.493
O 1.032 -0.230 2.220
N -1.211 -0.031 1.566
C -0.939 0.347 0.189
C -1.870 0.491 -0.640
C -3.303 0.023 -0.527
C -4.110 0.492 0.223
C -5.460 0.081 0.225
C -5.812 -0.735 -0.767
F -7.143 -1.123 -0.911
C -5.077 -0.804 -1.798
C -3.810 -0.477 -1.883
C 0.500 1.268 0.156
O 0.626 2.244 0.913
N 1.174 0.585 -0.770
C 2.549 1.246 -0.810
C 3.474 0.501 0.250
C 3.845 -0.944 -0.123
C 4.764 -1.137 -1.207
C 4.931 -2.597 -1.624
C 4.258 -3.531 -0.862
C 3.263 -3.366 0.054
C 3.045 -1.980 0.422
C 2.362 2.708 -0.615
O 1.745 3.458 -1.798
O 3.315 3.239 0.099
H -1.488 -0.195 4.310
H -0.181 -1.110 4.385
H -1.401 -1.760 3.622
H -2.334 -0.250 1.817
H -1.474 0.915 -1.544
H -3.717 0.939 1.209
H -6.161 0.276 1.241
H -5.381 -1.481 -2.614
H -3.022 -0.990 -2.714
H 0.927 -0.253 -0.849
H 2.902 1.057 -1.924
H 3.207 0.554 1.298
H 4.340 1.183 0.332
H 5.216 -0.342 -1.542
H 5.684 -2.782 -2.227
H 4.390 -4.586 -0.881
H 2.740 -4.009 0.390
H 2.392 -1.448 1.209
H 3.072 3.985 0.153
*
```



(6)
Here is an isolated ion of composition C2H2N3O2 and charge -1 in a non-equilibrium geometry from the OMol25 dataset. Energies are from ωB97M-V/def2-TZVPD.

Properties
- Energy above the lowest of the compared OMol25 structures with the same formula, charge and spin: 170.55 kJ/mol
- Energy: -392.1532 Ha
- Kohn-Sham gap: 7.7 eV
- Structure (SMILES): [H]/N=N\C=N\C(=O)[O-]

```
! RIJCOSX wB97M-V def2-TZVPD def2/J DEFGRID3
* xyz -1 1
H -0.352 0.893 1.147
N 0.626 0.969 1.470
N 1.249 0.041 0.822
C 0.607 -1.015 0.064
N 1.225 -1.968 -0.556
C 0.451 -2.860 -1.311
O -0.254 -3.710 -0.751
O 0.560 -2.564 -2.499
H -0.461 -0.794 0.050
*
```